Below is C6H15NO3Si in the gas phase, with properties calculated with the ωB97M-V functional and the def2-TZVPD basis.

Atoms and positions in Å:
C (-0.524, -2.777, -0.718)
O (-4.657, -0.165, 0.802)
C (-0.003, 2.660, -0.858)
H (-0.341, 1.064, 2.089)
N (-3.530, 0.196, 0.765)
H (1.843, 0.290, 1.324)
C (-1.163, 1.739, -1.000)
H (-1.488, -3.032, -1.058)
C (-0.285, -1.305, -1.104)
O (-2.697, -0.448, -0.087)
H (1.445, -0.642, 2.607)
H (0.871, -1.174, -1.169)
H (0.201, 2.952, 0.090)
H (-2.168, 2.004, -0.611)
H (0.253, -3.485, -1.128)
H (-0.608, -2.797, 0.389)
H (0.808, 2.070, -1.189)
H (1.202, -1.492, 1.062)
O (-2.959, 1.117, 1.281)
H (-0.537, -1.117, -2.132)
H (-0.136, 3.416, -1.634)
H (-1.395, 1.588, -2.071)
H (-0.764, -0.589, 2.337)
C (1.203, -0.553, 1.633)
Si (-1.021, 0.080, -0.106)
C (-0.251, 0.054, 1.658)

Results
**E_LUMO**: 0.686 eV
**Charge**: 0
**Frontier orbital gap**: 0.4010 Eh



Below is C6H3NO2S2 in the gas phase, with properties calculated with the ωB97M-V functional and the def2-TZVPD basis.

Atoms and positions in Å:
O (4.386, 0.379, -0.094)
O (-3.034, 0.779, -0.003)
C (3.187, 0.283, -0.006)
H (3.755, -2.580, -0.002)
H (-3.526, -0.049, -0.073)
C (-0.730, 1.496, 0.062)
C (2.531, -1.047, 0.052)
C (0.511, -0.454, 0.153)
C (-1.708, 0.552, 0.040)
S (-1.067, -1.086, 0.095)
H (-0.915, 2.553, 0.037)
N (2.802, -2.233, 0.055)
C (0.556, 0.890, 0.113)
S (2.138, 1.691, 0.082)

Results
**E_LUMO**: -0.803 eV
**Charge**: 0
**Frontier orbital gap**: 0.2736 Eh



Below is C41H52AsAuGeN3OSi3 as an isolated structure, with properties calculated with the ωB97M-V functional and the def2-TZVPD basis.

Atoms and positions in Å:
C (4.413, -3.650, -0.576)
H (-0.696, 2.697, 5.694)
H (2.942, -4.102, 0.913)
H (-0.097, -0.689, -5.625)
H (-0.197, -4.528, 4.144)
H (5.663, -3.065, -2.214)
H (-2.230, -1.022, -4.435)
C (-1.233, -1.729, 5.441)
C (1.879, 1.426, -0.223)
H (3.145, 2.095, 2.164)
C (4.343, 1.556, -0.478)
C (0.122, 3.427, 2.563)
H (4.338, 0.475, -0.538)
H (2.823, 2.333, 3.900)
H (-1.712, -2.565, 5.958)
H (2.032, -1.368, -4.612)
Si (-0.535, 1.930, 3.419)
C (2.319, -2.586, -2.086)
H (-3.679, -6.040, -0.091)
C (-1.496, 2.044, -0.572)
C (-2.608, -5.953, 0.035)
C (-2.502, -2.543, 2.754)
H (1.232, -5.680, 0.405)
H (-6.133, 1.911, -0.536)
H (3.827, -2.130, -3.548)
C (0.155, -5.744, 0.324)
C (3.618, -2.553, -2.574)
H (-2.060, 3.453, -2.069)
H (4.303, 5.410, -0.297)
Ge (0.210, -0.370, 2.585)
H (-3.887, -1.681, 0.086)
H (-0.376, 0.966, 5.724)
N (0.753, 2.135, -0.324)
H (4.526, -1.420, 2.572)
C (3.481, -1.340, 2.253)
H (-3.063, -3.336, 3.256)
H (5.227, -4.074, -0.004)
H (0.169, 3.333, 1.480)
H (-2.691, 0.714, 3.706)
N (-0.410, 1.444, -0.206)
H (6.471, 1.738, -0.661)
H (-6.095, -0.553, -0.101)
Si (2.671, -0.059, 3.310)
H (-2.619, 1.480, 2.108)
C (-5.181, 0.015, -0.204)
C (-5.197, 1.377, -0.446)
N (-2.795, 0.030, -0.228)
C (-0.602, -4.639, -0.044)
C (-1.858, -7.058, 0.417)
C (3.122, 3.623, -0.287)
H (-0.471, 3.753, -1.331)
C (3.122, -3.673, -0.065)
Au (-0.373, -0.688, 0.181)
Si (-0.910, -2.236, 3.674)
C (1.122, -2.102, -2.808)
H (2.180, 4.146, -0.194)
H (2.085, -1.634, 5.153)
H (-0.307, -1.505, 5.975)
H (1.886, 0.045, 5.692)
C (4.314, 4.329, -0.346)
H (-2.348, -8.005, 0.594)
H (3.495, -0.639, 5.497)
H (-1.899, -0.869, 5.526)
C (2.092, -3.141, -0.820)
H (-0.551, 4.252, 2.824)
O (1.973, 0.187, -0.027)
C (2.483, -0.622, 5.074)
H (-3.127, -1.649, 2.731)
C (5.532, 2.264, -0.546)
C (-1.486, 3.428, -1.141)
H (3.013, -2.315, 2.400)
H (0.102, -7.822, 0.838)
H (6.447, 4.205, -0.526)
C (-1.982, -4.738, -0.193)
H (1.224, -3.492, 4.041)
C (0.250, -3.695, 3.592)
C (-0.100, -2.288, -2.143)
H (-2.899, 2.459, 3.554)
As (0.244, -2.954, -0.373)
C (3.132, 2.231, -0.343)
H (-2.571, -3.880, -0.499)
C (-0.108, 1.898, 5.227)
C (-1.307, -1.888, -2.705)
C (-2.802, 1.347, -0.453)
C (-1.300, -1.319, -3.971)
H (-3.988, 3.118, -0.759)
C (-2.354, 1.595, 3.157)
H (0.941, 2.121, 5.416)
H (0.401, -4.036, 2.567)
H (3.437, -1.068, 1.200)
C (-3.950, -0.614, -0.102)
H (-2.312, -2.863, 1.730)
C (-0.096, -1.136, -4.640)
H (-1.957, 4.131, -0.448)
H (1.116, 3.687, 2.925)
C (-0.481, -6.955, 0.558)
H (4.357, 1.656, 3.359)
H (-2.242, -2.022, -2.176)
C (1.110, -1.521, -4.067)
C (4.656, -3.083, -1.820)
C (3.280, 1.675, 3.160)
C (-3.994, 2.055, -0.574)
C (5.519, 3.651, -0.474)

Results
**E_LUMO (alpha / beta)**: -6.939 / -8.020 eV
**Charge**: +2
**Frontier orbital gap (alpha / beta)**: 0.2129 / 0.1731 Eh
**⟨S²⟩**: 0.75
**2S+1**: 2



Below is C3H4BiO2 as an isolated structure, with properties calculated with the ωB97M-V functional and the def2-TZVPD basis.

Atoms and positions in Å:
O (3.359, 0.011, 0.079)
H (-2.353, -1.241, 1.360)
C (-2.423, -1.096, 0.278)
H (-3.137, 0.112, -1.322)
C (-3.010, 0.002, -0.240)
C (2.348, -0.441, -0.268)
Bi (-0.671, 0.696, -0.025)
H (-2.039, -1.892, -0.367)
H (-3.447, 0.769, 0.408)
O (1.254, -0.054, 0.049)

Results
**E_LUMO**: -18.685 eV
**Charge**: +3
**Frontier orbital gap**: 0.2992 Eh



ΔE to the lowest compared entry with this formula, charge and spin
In order: 116.1 54.9 8.5 34.5
Unit: kcal per mole